Here is C20H28N2O3S in the gas phase from the Open Molecules 2025 dataset. Energies are from wB97M-V/def2-TZVPD.

Geometry as ORCA input:
```
! wB97M-V def2-TZVPD RIJCOSX def2/J DEFGRID3
* xyz 0 1
C -6.203 -3.015 2.697
O -4.995 -2.446 3.142
C -4.397 -1.488 2.387
C -4.905 -1.013 1.160
C -4.234 -0.046 0.465
C -3.029 0.501 0.946
C -2.315 1.493 0.244
C -1.154 1.986 0.761
S -0.240 3.182 -0.198
O -1.115 4.192 -0.716
O 0.912 3.605 0.554
N 0.181 2.213 -1.494
C 1.172 1.198 -1.189
C 1.006 0.002 -2.122
C 1.986 -1.126 -1.770
C 2.027 -2.128 -2.935
C 1.508 -1.884 -0.515
N 3.326 -0.575 -1.673
C 3.621 0.627 -0.905
C 5.017 1.083 -1.356
C 3.662 0.417 0.619
C 2.604 1.715 -1.273
C -0.639 1.537 1.983
C -1.306 0.572 2.682
C -2.513 0.026 2.185
C -3.218 -0.968 2.880
H -6.078 -3.529 1.738
H -6.995 -2.265 2.610
H -6.481 -3.742 3.458
H -5.827 -1.408 0.763
H -4.628 0.315 -0.473
H -2.676 1.871 -0.699
H 0.382 2.754 -2.322
H 0.944 0.901 -0.162
H -0.019 -0.367 -2.070
H 1.201 0.334 -3.143
H 1.026 -2.477 -3.174
H 2.455 -1.653 -3.813
H 2.642 -2.986 -2.675
H 1.265 -1.212 0.302
H 0.615 -2.460 -0.750
H 2.280 -2.573 -0.178
H 3.987 -1.306 -1.437
H 5.053 1.145 -2.440
H 5.251 2.057 -0.937
H 5.773 0.373 -1.028
H 4.069 1.303 1.099
H 4.300 -0.431 0.864
H 2.676 0.236 1.033
H 2.717 2.570 -0.607
H 2.792 2.042 -2.299
H 0.280 1.978 2.337
H -0.923 0.210 3.625
H -2.841 -1.339 3.821
*
```

Values from the calculation:
HOMO-LUMO gap in eV: 8.44
HOMO in eV: -8.3
ΔE to the lowest compared entry with this formula, charge and spin in eV: 0.206
SMILES string: COc1ccc2cc(S(=O)(=O)NC3CC(C)(C)NC(C)(C)C3)ccc2c1
LUMO in eV: 0.101